# C8H13NV

A molecular structure, C8H13NV (wB97M-V/def2-TZVPD, the Open Molecules 2025 dataset).

total charge	-1
multiplicity	3
orbital gap (alpha / beta)	3.90 / 7.09	eV

Last column: Mulliken charge in e.
Positions of all 23 atoms, in Å:
C -0.842 0.954 -1.908  -0.36
C 0.546 0.782 -2.181  -0.52
C 1.288 1.571 -1.259  -0.45
C 0.361 2.260 -0.419  -0.69
C -0.963 1.880 -0.815  -0.41
V -0.055 0.042 0.064  0.40
N -1.465 -0.608 0.551  -0.73
C -0.017 -2.469 -0.118  -0.40
C 0.957 -1.868 -0.897  -0.56
H 2.380 1.697 -1.250  0.35
H 0.967 0.201 -3.015  0.53
H 0.610 3.013 0.341  0.41
H -1.899 2.320 -0.449  0.38
H -1.675 0.572 -2.514  0.36
H 0.878 -1.930 -1.993  0.30
H -0.925 -2.889 -0.569  0.22
H -2.315 -1.037 0.902  0.08
H 1.979 -1.755 -0.499  0.14
H 0.173 -2.719 0.933  0.19
C 0.540 0.360 1.978  -1.02
H 1.541 0.805 2.114  0.31
H 0.517 -0.544 2.610  0.22
H -0.162 1.042 2.488  0.24